Entry from the OMol25 dataset: a structure of composition C3H4N2O2 (ωB97M-V/def2-TZVPD).

The geometry in XYZ format:
```
11
Properties=species:S:1:pos:R:3:mulliken_charge:R:1
C -0.77927 1.52123 -0.41785 -0.22
N -0.33428 0.37176 -0.08228 0.56
N -1.14515 -0.59746 0.42232 -0.86
C -0.35332 -1.61536 0.73681 0.12
O 0.89518 -1.60209 0.58522 -0.52
C 1.18442 0.05068 -0.32669 0.11
O 1.52557 -0.06707 -1.47009 -0.49
H -0.08340 2.24414 -0.82486 0.25
H -1.83417 1.73436 -0.28346 0.30
H 1.77453 0.45602 0.50803 0.34
H -0.85011 -2.49622 1.15286 0.41
```

Computed properties:
LUMO = -0.2784 eV
Gap between HOMO and LUMO = 9.386 eV
Energy relative to the best compared isomer or geometry (same formula, charge and spin) = 86.0 kcal per mole
HOMO = -9.664 eV